(1)
Molecular formula: C16H30N2O4
Method: DFT, ωB97M-V/def2-TZVPD

SMILES string = C#CCCC[C@H](N)[C@@H](OC)c1ccccn1.CO.CO.CO
Highest occupied orbital energy = -9.05 eV
Frontier orbital gap = 9.7070 eV
Total charge = 0

Last column: Löwdin charge in e.
CARTESIAN COORDINATES (ANGSTROEM)
C (3.92, 2.62, 4.48)  0.10
C (3.36, 2.92, 3.46)  -0.15
C (2.68, 3.25, 2.21)  -0.22
C (1.16, 3.38, 2.39)  -0.21
C (0.50, 3.91, 1.12)  -0.16
C (-1.02, 4.13, 1.13)  -0.35
N (-1.32, 5.56, 1.29)  0.06
C (-1.74, 3.27, 2.18)  -0.29
O (-3.11, 3.66, 2.34)  -0.15
C (-3.97, 3.28, 1.29)  -0.09
C (-1.65, 1.78, 1.93)  -0.26
C (-2.13, 0.91, 2.90)  -0.01
C (-2.07, -0.45, 2.67)  -0.06
C (-1.54, -0.89, 1.47)  -0.06
C (-1.10, 0.05, 0.55)  -0.11
N (-1.16, 1.36, 0.77)  0.14
H (4.43, 2.37, 5.38)  0.02
H (3.09, 4.16, 1.77)  0.12
H (2.86, 2.44, 1.50)  0.12
H (0.78, 2.40, 2.66)  0.11
H (0.97, 4.05, 3.24)  0.12
H (0.94, 4.89, 0.92)  0.11
H (0.79, 3.27, 0.29)  0.11
H (-1.40, 3.84, 0.15)  0.13
H (-1.34, 5.81, 2.27)  0.08
H (-2.25, 5.76, 0.93)  0.07
H (-1.30, 3.47, 3.16)  0.15
H (-4.33, 2.25, 1.43)  0.09
H (-3.50, 3.36, 0.31)  0.09
H (-4.83, 3.94, 1.31)  0.09
H (-2.54, 1.30, 3.82)  0.12
H (-2.43, -1.15, 3.41)  0.11
H (-1.47, -1.94, 1.24)  0.10
H (-0.69, -0.28, -0.39)  0.08
C (0.32, -2.06, -3.39)  -0.14
O (-0.52, -1.46, -2.40)  -0.14
H (1.23, -2.38, -2.90)  0.08
H (-0.16, -2.93, -3.85)  0.06
H (0.58, -1.34, -4.17)  0.08
H (-1.33, -1.18, -2.83)  0.07
C (0.15, -6.15, -4.62)  -0.16
O (0.63, -4.99, -5.31)  -0.13
H (0.09, -5.89, -3.57)  0.08
H (-0.85, -6.44, -4.97)  0.08
H (0.83, -7.00, -4.74)  0.07
H (0.69, -5.20, -6.24)  0.07
C (3.26, -6.58, -2.74)  -0.15
O (2.90, -7.89, -3.14)  -0.13
H (2.50, -5.91, -3.12)  0.06
H (3.30, -6.48, -1.65)  0.08
H (4.23, -6.29, -3.15)  0.08
H (3.56, -8.51, -2.81)  0.07

(2)
Molecular formula: C16H30N3OPPtSi
Method: DFT, ωB97M-V/def2-TZVPD

Multiplicity = 5
Highest occupied orbital energy (alpha / beta) = -3.42 / -7.41 eV
Frontier orbital gap (alpha / beta) = 3.9130 / 5.9223 eV
Total charge = 0

Last column: Mulliken spin population.
CARTESIAN COORDINATES (ANGSTROEM)
Pt (0.41, -0.26, 0.00)  1.10
Si (2.50, 0.41, -0.60)  0.22
P (-0.68, 0.50, -1.89)  0.23
N (0.02, -2.12, 0.19)  0.85
H (-0.61, 0.93, -0.14)  0.53
C (-2.48, 0.78, -1.74)  0.06
H (-2.92, 1.05, -2.71)  0.02
H (-2.67, 1.61, -1.05)  -0.03
H (-2.97, -0.12, -1.36)  0.00
C (-0.08, 1.97, -2.78)  0.04
H (-0.52, 1.97, -3.78)  0.01
H (1.00, 1.98, -2.86)  0.00
H (-0.41, 2.88, -2.25)  -0.01
C (-0.23, -0.93, -2.94)  0.07
H (-0.43, -0.72, -4.00)  0.02
H (-0.78, -1.82, -2.61)  0.00
H (0.84, -1.16, -2.81)  -0.01
C (3.12, 2.15, -0.15)  0.05
H (3.03, 2.37, 0.92)  0.00
H (2.54, 2.88, -0.73)  -0.01
H (4.17, 2.26, -0.44)  0.01
H (3.53, -0.60, -0.15)  0.03
H (2.54, 0.44, -2.09)  0.02
C (-0.06, -3.38, -0.10)  -0.05
C (-1.41, -5.44, -0.25)  -0.12
C (-1.30, -4.11, 0.10)  0.24
C (1.05, -4.13, -0.65)  0.26
C (0.91, -5.46, -0.99)  -0.12
C (-0.29, -6.14, -0.74)  0.27
H (-2.37, -5.94, -0.15)  0.00
H (-2.14, -3.55, 0.52)  0.00
H (1.99, -3.59, -0.78)  0.01
H (1.74, -5.98, -1.47)  0.00
H (-0.36, -7.21, -0.94)  0.02
C (-1.94, 4.15, 0.62)  -0.08
O (-2.41, 4.25, -0.52)  0.01
C (-2.57, 3.26, 1.68)  0.10
H (-3.43, 3.64, 2.24)  -0.01
H (-1.80, 2.97, 2.39)  0.00
H (-2.87, 2.34, 1.17)  0.00
C (-0.51, 4.64, 0.86)  0.07
H (-0.33, 5.65, 0.50)  0.00
H (0.10, 3.98, 0.24)  0.00
H (-0.15, 4.51, 1.87)  -0.02
N (1.54, 0.48, 3.96)  0.02
C (1.06, -0.83, 4.06)  0.03
C (0.35, -1.08, 2.92)  0.00
N (0.56, -0.01, 2.07)  0.09
C (1.19, 0.97, 2.75)  0.12
H (2.05, 1.00, 4.67)  -0.02
H (1.29, -1.49, 4.89)  0.00
H (-0.25, -1.93, 2.61)  0.01
H (1.44, 1.98, 2.44)  -0.01

Relative energy (zero: lowest compared OMol25 entry of this formula, charge and spin) per entry: 80.6, 53.0 kcal per mole